16
Properties=species:S:1:pos:R:3:lowdin_charge:R:1 method="wB97M-V/def2-TZVPD" total_charge=0 orbital_gap_ev=7.7 homo_energy_ev=-7.30 e_lumo_ev=0.38
C -0.1960 0.7687 1.7500 -0.04
N -0.2333 1.1614 -1.8134 -0.05
N -0.6241 0.4729 -0.7324 -0.19
C -0.9667 -0.9864 -0.6978 -0.51
C 0.3917 0.3498 0.4513 -0.30
C 1.6440 0.0126 0.2068 0.09
O -0.2263 -1.6663 -1.5621 0.15
O -1.7292 -1.4445 0.1118 0.14
H -0.3555 -2.6205 -1.4571 0.15
H 0.4021 0.5970 -2.3751 -0.01
H -1.4258 0.9689 -0.3190 0.17
H -1.0636 0.1489 1.9820 0.08
H 0.5339 0.6623 2.5487 0.09
H -0.5143 1.8101 1.7054 0.09
H 2.3941 0.0459 0.9774 0.07
H 1.9691 -0.2806 -0.7766 0.07


16
Properties=species:S:1:pos:R:3:lowdin_charge:R:1 method="wB97M-V/def2-TZVPD" total_charge=0 orbital_gap_ev=9.6 homo_energy_ev=-8.96 smiles="NNC(=O)[C@H]1C[C@H]1O" e_lumo_ev=0.67
C -0.8108 -0.2286 -0.2702 -0.48
C 0.6855 0.2136 -0.2550 -0.12
C 1.1510 1.5230 0.4132 -0.14
C 1.6708 0.2607 0.9750 -0.41
H -2.9538 -0.4232 -1.5312 0.13
H -2.7962 -1.9203 -0.6816 0.13
H -0.5319 -0.7890 -2.3919 0.24
H 1.4419 0.2597 -1.0784 0.13
H 0.6351 2.0365 1.3647 0.15
H 2.0253 2.3071 0.1050 0.15
H 2.8736 -0.0312 1.0708 0.20
H 0.2228 -0.5324 2.3126 0.13
N -2.4030 -1.3876 -1.5731 -0.06
N -1.0848 -1.0460 -1.3736 -0.10
O -1.2704 -0.0481 0.7861 0.11
O 1.1449 -0.1942 2.1279 -0.06


16
Properties=species:S:1:pos:R:3:lowdin_charge:R:1 method="wB97M-V/def2-TZVPD" total_charge=0 orbital_gap_ev=9.9 homo_energy_ev=-9.40 e_lumo_ev=0.53
C 0.6077 1.1988 -1.2399 -0.13
C -0.0791 -0.0814 -1.5484 -0.20
C 0.3488 -1.2866 -0.7143 -0.11
C 0.1819 -1.2839 0.7906 -0.53
H -1.5747 1.4786 -0.4705 0.14
H -1.3003 2.6529 0.9377 0.16
H 1.4654 1.4215 -1.7882 0.09
H 0.0500 -0.3112 -2.6246 0.13
H -1.0996 0.0829 -1.2928 0.08
H 1.5157 -1.3892 -0.7538 0.16
H 0.0698 -2.2455 -1.2728 0.15
H -0.6113 0.6486 1.1060 0.03
N -0.9617 1.8683 0.3113 -0.04
N 0.2283 2.0628 -0.3129 -0.04
O -0.4101 -0.2878 1.5096 0.05
O 0.4431 -2.3543 1.2957 0.07


16
Properties=species:S:1:pos:R:3:lowdin_charge:R:1 method="wB97M-V/def2-TZVPD" total_charge=0 orbital_gap_ev=9.8 homo_energy_ev=-8.88 e_lumo_ev=0.91
C -0.5107 0.1270 -1.5492 -0.02
N 0.1510 0.5629 -0.3092 -0.23
C -0.9545 0.5335 0.9569 -0.50
N -1.2376 -0.7087 1.1619 0.10
O 0.5781 1.8953 -0.4580 -0.01
O -1.0298 1.6057 1.4928 0.08
H 0.1288 2.3587 0.2847 0.10
H -1.8154 -0.9336 1.9574 0.10
H -0.2170 -1.5270 0.8693 0.12
H 0.2139 0.1177 -2.3613 0.10
H -1.3131 0.8220 -1.7934 0.10
H -0.9103 -0.8693 -1.3862 0.09
C 1.4554 -0.3979 0.0198 -0.12
C 1.2018 -1.6041 0.4135 -0.04
H 1.9920 -2.2947 0.6642 0.03
H 2.2673 0.3126 0.0369 0.10


17
Properties=species:S:1:pos:R:3:lowdin_charge:R:1 method="wB97M-V/def2-TZVPD" total_charge=0 orbital_gap_ev=9.8 homo_energy_ev=-9.18 smiles="CNN(C)C(=O)C(=O)O" e_lumo_ev=0.61
C -0.0706 1.7161 -0.3936 -0.04
C -2.2849 -0.6975 0.6068 -0.14
N 0.0135 0.2799 -0.4634 0.00
C 2.5107 0.1447 -0.0279 -0.38
N -1.5746 -0.3837 -0.6162 0.01
C 0.7939 -0.5981 0.0122 -0.40
O 3.3386 -0.8852 0.1026 0.11
O 2.8400 1.2901 -0.0171 0.10
O 0.8089 -1.8001 0.1489 0.05
H 2.7920 -1.6992 0.1736 0.10
H -1.3831 -1.2548 -1.1162 0.09
H -0.1294 2.0503 0.6417 0.10
H -0.9618 2.0215 -0.9362 0.09
H 0.7935 2.1592 -0.8875 0.09
H -2.3725 0.1952 1.2274 0.08
H -1.8214 -1.4987 1.1976 0.07
H -3.2929 -1.0397 0.3471 0.09


19
Properties=species:S:1:pos:R:3:lowdin_charge:R:1 method="wB97M-V/def2-TZVPD" total_charge=0 orbital_gap_ev=9.1 homo_energy_ev=-8.55 smiles="C=CCS(=O)(=O)O/C(N)=N/O" e_lumo_ev=0.58
C 1.8793 0.6506 0.6740 0.04
C 1.2155 1.3929 -0.1868 -0.23
C -0.9004 -1.2447 0.3358 -0.46
C 0.9992 1.0165 -1.6400 -0.19
N -1.1061 -0.2362 1.2050 0.18
N -0.6891 -2.5125 0.6896 0.01
O -0.8203 -0.7484 -0.9429 -0.16
O -1.4286 1.6185 -0.6844 -0.29
O -1.3865 0.6824 -2.9594 -0.25
O -0.8776 -2.6359 2.0942 -0.14
S -0.7846 0.7712 -1.6520 0.70
H 1.8263 0.8777 1.7248 0.08
H 2.0830 -0.3349 0.4963 0.05
H 0.9821 2.3884 0.0516 0.09
H 1.3483 -0.0276 -1.8642 0.13
H 1.1056 1.7985 -2.5347 0.16
H -1.1316 -0.4933 2.1213 0.06
H -1.2791 0.7053 0.8985 0.07
H -1.0355 -3.6684 2.1733 0.15


19
Properties=species:S:1:pos:R:3:lowdin_charge:R:1 method="wB97M-V/def2-TZVPD" total_charge=0 orbital_gap_ev=10.0 homo_energy_ev=-9.41 smiles="CCON(N=O)OC.O=C=O" e_lumo_ev=0.62
C -1.9722 -2.1211 -1.0153 -0.48
C -1.9179 0.8151 1.0853 -0.06
C 0.1117 -1.0097 -2.9658 -0.05
C -0.5031 0.1628 1.2525 -0.23
N 0.8262 1.4027 -1.0380 -0.03
N 0.0017 0.4371 -1.0270 -0.18
O -1.1106 -2.6220 -0.4681 0.21
O -2.9146 -1.7098 -1.5450 0.20
O 1.1357 2.0363 -2.0488 -0.03
O -0.6736 -0.0975 -2.1587 -0.11
O 0.0471 -0.3403 0.0646 -0.09
H -2.7054 -0.0002 0.7002 0.12
H -2.2192 1.1013 2.0644 0.05
H -1.9194 1.6409 0.4058 0.06
H 0.3688 -1.9862 -2.3146 0.13
H 0.9129 -0.3992 -3.4131 0.09
H -0.6703 -1.4115 -3.7070 0.12
H -0.5375 -0.6927 1.9930 0.14
H 0.1826 0.9305 1.7383 0.13


16
Properties=species:S:1:pos:R:3:lowdin_charge:R:1 method="wB97M-V/def2-TZVPD" total_charge=+1 orbital_gap_ev="5.7 / 2.9" homo_energy_ev="-11.22 / -9.80" e_lumo_ev="-5.53 / -6.85"
C -0.2721 1.7212 0.1617 -0.16
C -0.1519 0.8801 1.3241 -0.08
C 0.3717 -0.2940 -0.6364 -0.18
C -0.4749 -1.6997 1.4318 0.07
N 0.0880 1.0797 -0.9227 -0.08
N 0.2746 -0.4321 0.8598 -0.11
O 0.5864 0.8704 -4.5021 -0.47
P 0.0523 2.0060 -3.8645 1.07
H -0.6017 2.8016 0.0778 0.13
H -0.6199 1.1049 2.2565 0.09
H -0.1922 -0.9535 -1.2495 0.11
H 1.4278 -0.5990 -1.0484 0.16
H -0.2329 -1.8858 2.5492 0.14
H -1.4678 -1.5053 1.3007 0.06
H 0.0129 -2.5315 1.0048 0.08
H 1.1997 -0.5628 1.2573 0.16